Record 1
C32H64F3O14PS | the ωB97M-V functional and the def2-TZVPD basis

Output
Maximum force   1.12 eV Å⁻¹
SMILES   CCSCO[P@](=O)(OCOC(F)(F)F)OC[C@@H](C)O.CC(C)=O.CC(C)=O.CC(C)=O.CC(C)=O.CC(C)=O.CC(C)=O.CC(C)=O.CC(C)=O
Orbital gap   9.02 eV
Electronic energy   -91166.2384 eV
E_LUMO   0.6 eV

Each line ends with the Mulliken charge.
Geometry (Å):
1 C -1.932 1.125 -2.993  -1.06
2 C -2.726 -0.198 -3.013  0.42
3 S -2.031 -1.396 -1.829  -0.04
4 C -1.756 -2.835 -2.887  -0.11
5 O -0.467 -3.422 -2.662  -0.10
6 P 0.781 -2.891 -3.513  0.53
7 O 1.227 -1.513 -3.256  -0.74
8 O 0.295 -3.138 -5.027  0.15
9 C -0.083 -4.443 -5.436  -0.41
10 O 0.103 -4.551 -6.828  -0.37
11 C 1.365 -4.494 -7.326  0.95
12 F 1.480 -5.384 -8.301  -0.27
13 F 1.615 -3.293 -7.852  -0.25
14 F 2.299 -4.745 -6.408  -0.23
15 O 1.838 -4.056 -3.333  -0.16
16 C 2.678 -4.049 -2.162  -0.99
17 C 2.144 -4.963 -1.018  0.63
18 C 1.770 -4.126 0.200  -1.38
19 O 1.047 -5.743 -1.479  -0.62
20 H -1.221 1.143 -3.823  0.27
21 H -2.595 1.992 -3.043  0.39
22 H -1.363 1.199 -2.059  0.21
23 H -3.769 -0.027 -2.733  0.41
24 H -2.685 -0.651 -4.008  -0.52
25 H -1.875 -2.547 -3.936  -0.21
26 H -2.486 -3.615 -2.650  0.39
27 H 0.470 -5.213 -4.893  0.45
28 H -1.160 -4.583 -5.295  0.25
29 H 3.655 -4.405 -2.505  0.25
30 H 2.796 -3.017 -1.819  0.45
31 H 2.949 -5.661 -0.755  0.38
32 H 2.624 -3.545 0.558  0.41
33 H 1.411 -4.766 1.012  0.43
34 H 0.980 -3.415 -0.076  0.07
35 H 0.261 -5.474 -0.993  0.35
36 C 0.039 4.080 -1.785  -1.11
37 C -1.129 4.176 -0.835  0.92
38 O -2.263 3.972 -1.203  -0.55
39 C -0.811 4.520 0.600  -1.04
40 H -0.320 3.823 -2.779  0.29
41 H 0.568 5.035 -1.821  0.44
42 H 0.741 3.324 -1.431  0.25
43 H -0.301 5.484 0.649  0.34
44 H -0.148 3.767 1.025  0.19
45 H -1.736 4.571 1.171  0.34
46 C -1.006 -0.895 -7.413  -0.79
47 C -2.447 -1.250 -7.145  0.99
48 O -3.164 -0.536 -6.479  -0.53
49 C -2.950 -2.541 -7.745  -1.26
50 H -0.764 0.049 -6.929  0.26
51 H -0.345 -1.676 -7.031  -0.02
52 H -0.836 -0.809 -8.488  0.44
53 H -2.356 -3.380 -7.378  0.20
54 H -2.849 -2.513 -8.831  0.41
55 H -3.994 -2.689 -7.480  0.33
56 C -0.579 -0.807 4.064  -1.04
57 C -0.178 -1.533 2.805  0.72
58 O 0.720 -2.348 2.802  -0.56
59 C -0.948 -1.206 1.550  -0.06
60 H 0.047 -1.123 4.892  0.22
61 H -0.475 0.270 3.931  0.36
62 H -1.623 -1.014 4.302  0.26
63 H -0.856 -0.144 1.317  0.28
64 H -2.007 -1.434 1.687  0.40
65 H -0.558 -1.784 0.717  -0.56
66 C -4.660 2.248 -7.325  -0.86
67 C -5.414 2.927 -6.207  0.78
68 O -4.974 2.990 -5.084  -0.51
69 C -6.757 3.525 -6.563  -1.14
70 H -3.721 1.855 -6.945  0.06
71 H -5.253 1.425 -7.727  0.32
72 H -4.466 2.960 -8.129  0.41
73 H -7.422 2.749 -6.946  0.32
74 H -6.636 4.280 -7.342  0.32
75 H -7.200 3.981 -5.681  0.30
76 C 4.504 3.170 0.060  -1.14
77 C 3.353 3.306 1.028  0.72
78 O 2.207 3.152 0.667  -0.48
79 C 3.705 3.645 2.452  -1.00
80 H 4.126 2.926 -0.930  0.29
81 H 5.067 4.103 0.018  0.34
82 H 5.181 2.383 0.395  0.34
83 H 4.236 4.594 2.499  0.29
84 H 4.357 2.876 2.869  0.35
85 H 2.797 3.710 3.048  0.28
86 C 4.019 7.516 5.354  -1.04
87 C 5.261 6.675 5.179  0.79
88 O 5.280 5.719 4.438  -0.49
89 C 6.475 7.085 5.975  -1.12
90 H 3.218 7.122 4.734  0.27
91 H 3.708 7.508 6.400  0.32
92 H 4.225 8.549 5.071  0.32
93 H 6.248 7.063 7.042  0.33
94 H 6.766 8.104 5.713  0.33
95 H 7.298 6.407 5.765  0.29
96 C -0.760 0.054 9.391  -1.12
97 C -1.360 -0.133 8.022  0.92
98 O -0.760 0.177 7.017  -0.54
99 C -2.734 -0.751 7.964  -1.04
100 H 0.214 0.530 9.301  0.28
101 H -1.411 0.674 10.010  0.38
102 H -0.652 -0.920 9.869  0.29
103 H -3.446 -0.128 8.509  0.40
104 H -2.707 -1.735 8.432  0.27
105 H -3.053 -0.841 6.928  0.21
106 C 1.448 -4.090 8.992  -1.22
107 C 0.137 -3.738 8.335  0.90
108 O -0.753 -3.191 8.947  -0.55
109 C -0.008 -4.087 6.875  -1.13
110 H 1.431 -3.786 10.035  0.32
111 H 1.620 -5.165 8.928  0.36
112 H 2.268 -3.586 8.477  0.33
113 H 0.112 -5.163 6.734  0.41
114 H 0.762 -3.582 6.289  0.30
115 H -0.989 -3.781 6.519  0.25

Record 2
C32H64FNO22 | the ωB97M-V functional and the def2-TZVPD basis

Output
Maximum force   0.85 eV Å⁻¹
SMILES   CCC[C@](CNC)(OCCOCC)OC(=O)[C@@H](F)CC.COC(=O)OC.COC(=O)OC.COC(=O)OC.COC(=O)OC.COC(=O)OC.COC(=O)OC
Orbital gap   9.35 eV
Electronic energy   -83473.8105 eV
E_LUMO   0.6 eV

Each line ends with the Mulliken charge.
Geometry (Å):
1 C -0.880 2.883 1.894  -1.55
2 C -1.715 2.379 0.713  0.19
3 C -0.831 1.699 -0.342  -1.58
4 C -1.219 1.865 -1.817  1.77
5 C 0.036 1.665 -2.692  -1.48
6 N -0.248 1.262 -4.073  -0.12
7 C 0.301 -0.064 -4.385  -1.12
8 O -1.738 3.150 -1.972  0.10
9 C -2.345 3.460 -3.214  -0.26
10 C -2.901 4.865 -3.117  -0.65
11 O -1.898 5.790 -2.768  -0.35
12 C -2.195 6.582 -1.628  0.10
13 C -3.392 7.524 -1.808  -1.15
14 O -2.134 0.828 -2.252  -0.38
15 C -3.021 0.250 -1.422  -0.05
16 O -2.874 -0.896 -1.067  -0.60
17 C -4.334 0.931 -1.060  0.52
18 F -4.335 2.293 -1.315  -0.29
19 C -5.500 0.263 -1.799  -0.73
20 C -5.713 0.806 -3.211  -1.14
21 H -0.373 2.052 2.395  0.34
22 H -0.100 3.564 1.538  0.34
23 H -1.496 3.407 2.625  0.42
24 H -2.268 3.204 0.273  0.15
25 H -2.421 1.642 1.110  0.12
26 H -0.719 0.631 -0.136  0.46
27 H 0.178 2.124 -0.265  0.61
28 H 0.611 2.591 -2.628  0.18
29 H 0.628 0.882 -2.203  0.57
30 H 0.216 1.924 -4.684  0.18
31 H -0.045 -0.371 -5.374  0.38
32 H 1.397 -0.091 -4.357  0.31
33 H -0.090 -0.778 -3.660  0.36
34 H -1.633 3.380 -4.040  0.31
35 H -3.187 2.789 -3.408  -0.09
36 H -3.727 4.859 -2.393  0.46
37 H -3.334 5.117 -4.095  0.29
38 H -2.346 5.913 -0.772  0.05
39 H -1.296 7.173 -1.449  0.33
40 H -4.038 7.494 -0.925  0.32
41 H -3.074 8.561 -1.931  0.33
42 H -4.006 7.239 -2.661  0.32
43 H -4.461 0.809 0.019  0.33
44 H -5.321 -0.812 -1.816  0.34
45 H -6.401 0.433 -1.202  0.41
46 H -5.810 1.892 -3.200  0.25
47 H -6.641 0.399 -3.618  0.43
48 H -4.896 0.525 -3.878  0.26
49 C -0.537 -6.564 3.112  -0.60
50 O -1.665 -5.999 2.438  -0.33
51 C -1.587 -4.683 2.246  0.76
52 O -0.672 -3.977 2.584  -0.54
53 O -2.690 -4.285 1.621  -0.33
54 C -2.735 -2.879 1.339  -0.56
55 H -0.741 -7.627 3.197  0.17
56 H 0.373 -6.405 2.536  0.31
57 H -0.423 -6.134 4.105  0.30
58 H -1.915 -2.592 0.687  0.28
59 H -2.693 -2.309 2.266  0.31
60 H -3.675 -2.703 0.830  0.22
61 C 1.868 -8.889 8.416  -0.63
62 O 0.597 -9.547 8.415  -0.33
63 C -0.211 -9.173 7.427  0.80
64 O 0.043 -8.363 6.577  -0.54
65 O -1.352 -9.850 7.542  -0.30
66 C -2.323 -9.540 6.538  -0.70
67 H 2.408 -9.291 9.266  0.22
68 H 2.408 -9.100 7.495  0.29
69 H 1.741 -7.814 8.528  0.30
70 H -1.945 -9.781 5.546  0.35
71 H -2.598 -8.489 6.582  0.33
72 H -3.191 -10.154 6.759  0.20
73 C 2.673 2.338 -10.281  -0.65
74 O 2.504 2.153 -8.873  -0.33
75 C 2.329 3.282 -8.190  0.72
76 O 2.306 4.390 -8.655  -0.54
77 O 2.184 2.973 -6.903  -0.23
78 C 1.982 4.100 -6.047  -0.53
79 H 2.803 1.343 -10.696  0.22
80 H 1.794 2.812 -10.713  0.30
81 H 3.553 2.945 -10.484  0.30
82 H 1.072 4.631 -6.319  0.36
83 H 2.834 4.776 -6.089  0.39
84 H 1.889 3.701 -5.040  -0.01
85 C 6.188 3.197 -1.474  -0.67
86 O 5.522 4.408 -1.096  -0.35
87 C 4.300 4.542 -1.601  0.82
88 O 3.739 3.750 -2.312  -0.53
89 O 3.799 5.704 -1.185  -0.35
90 C 2.473 5.980 -1.650  -0.37
91 H 7.162 3.227 -0.996  0.20
92 H 5.631 2.329 -1.127  0.34
93 H 6.316 3.152 -2.553  0.31
94 H 1.776 5.220 -1.301  0.10
95 H 2.449 6.032 -2.736  0.27
96 H 2.204 6.945 -1.231  0.24
97 C 8.415 6.161 -2.614  -0.59
98 O 9.083 4.906 -2.782  -0.25
99 C 10.413 4.991 -2.791  0.76
100 O 11.055 5.999 -2.675  -0.54
101 O 10.906 3.764 -2.949  -0.31
102 C 12.336 3.707 -2.978  -0.64
103 H 7.352 5.938 -2.617  0.09
104 H 8.688 6.615 -1.664  0.33
105 H 8.656 6.838 -3.430  0.35
106 H 12.753 4.075 -2.043  0.30
107 H 12.725 4.292 -3.808  0.30
108 H 12.586 2.659 -3.111  0.22
109 C -7.935 -8.157 9.966  -0.63
110 O -7.256 -9.415 10.008  -0.32
111 C -5.950 -9.323 10.249  0.81
112 O -5.337 -8.303 10.423  -0.54
113 O -5.440 -10.552 10.263  -0.31
114 C -4.034 -10.602 10.518  -0.53
115 H -8.976 -8.390 9.764  0.21
116 H -7.846 -7.642 10.921  0.29
117 H -7.532 -7.530 9.174  0.29
118 H -3.804 -10.186 11.497  0.31
119 H -3.482 -10.064 9.749  0.20
120 H -3.758 -11.652 10.494  0.22

- Which of these has the highest electronic energy?
  C32H64FNO22

- Which of these has the highest electronic energy?
  C32H64FNO22

- The highest maximum force belongs to which entry?
  C32H64F3O14PS

- electronic energy of number 1 (C32H64F3O14PS)?
  -91166.2384 eV